No. 1
# CH4N4O2S

CH4N4O2S in the gas phase in a non-equilibrium geometry (the ωB97M-V functional and the def2-TZVPD basis, the OMol25 dataset).

Last columns: bonded neighbours and bond lengths (Å).
Positions of all 12 atoms, in Å:
1 C -0.13955 -0.17506 0.10228  N3 1.319, N4 1.316, N5 1.424
2 N 2.08512 -1.02022 -0.15084  N3 1.248, H9 1.070
3 N 0.88788 -0.80612 -0.43216  C1 1.319, N2 1.248
4 N -0.32251 1.12770 0.12989  C1 1.316, H10 0.912, H11 1.150
5 N -1.32865 -0.94831 0.22966  C1 1.424, S8 1.929, H12 1.075
6 O -2.79118 1.25640 0.37500  S8 1.558
7 O -4.03372 -0.91308 0.48684  S8 1.437
8 S -3.03237 -0.16317 -0.22116  N5 1.929, O6 1.558, O7 1.437
9 H 2.57888 -1.29659 -1.05864  N2 1.070
10 H 0.33883 1.69127 -0.14619  N4 0.912
11 H -1.40437 1.49436 0.25989  N4 1.150
12 H -1.21784 -2.00546 0.38749  N5 1.075

The relative energy (zero: lowest compared OMol25 entry of this formula, charge and spin) comes out at 93.5 kJ/mol.

Here are the Mulliken charges for atoms 1 to 4, given in e: atom 1 (C): 0.588, atom 2 (N): -0.495, atom 3 (N): 0.175, atom 4 (N): -0.360

---

No. 2
# CH4N4O3

2 unconnected molecules or ions with the total composition CH4N4O3 in a non-equilibrium geometry (the ωB97M-V functional and the def2-TZVPD basis, the OMol25 dataset).

Last columns: bonded neighbours and bond lengths (Å).
Positions of all 12 atoms, in Å:
1 N 0.88750 -1.39942 -0.18105  N2 1.367, H6 1.011, H7 1.021
2 N 0.34973 -0.14725 -0.07920  N1 1.367, N3 1.263
3 N 1.18868 0.78923 0.03531  N2 1.263, O4 1.216, O5 1.359
4 O 2.40092 0.69568 0.02838  N3 1.216
5 O 0.65821 2.02953 0.19683  N3 1.359, H8 0.990
6 H 0.37396 -1.95392 -0.85183  N1 1.011
7 H 1.89060 -1.36041 -0.36908  N1 1.021
8 H -0.30725 2.01955 -0.02296  O5 0.990
9 N -2.17668 -0.70966 0.64107  C10 1.197, H12 0.996
10 C -1.75890 0.25543 0.07017  N9 1.197, O11 1.167
11 O -1.80197 1.29279 -0.46296  C10 1.167
12 H -1.70480 -1.51155 0.99531  N9 0.996

Its SMILES is N/N=[N+](\[O-])O.N=C=O. The relative energy (zero: lowest compared OMol25 entry of this formula, charge and spin) comes out at 0.0 kJ/mol.

Here are the Mulliken charges for atoms 1 to 4, given in e: atom 1 (N): -0.627, atom 2 (N): -0.139, atom 3 (N): 1.034, atom 4 (O): -0.732

---

No. 3
# CH4N4OS

CH4N4OS in the gas phase in a non-equilibrium geometry (the ωB97M-V functional and the def2-TZVPD basis, the OMol25 dataset).

Last columns: bonded neighbours and bond lengths (Å).
Positions of all 11 atoms, in Å:
1 O 0.87726 -1.26367 -0.90395  C2 1.385, H8 0.966
2 C 1.03466 -0.63832 0.32151  O1 1.385, N3 1.463, H9 1.101, H10 1.091
3 N -0.20168 -0.09003 0.87930  C2 1.463, N4 1.443, S7 1.796
4 N -0.49480 1.25758 0.45533  N3 1.443, N5 1.331, H11 1.012
5 N -1.48137 1.37663 -0.42940  N4 1.331, N6 1.224
6 N -2.15151 0.37008 -0.61793  N5 1.224, S7 1.681
7 S -1.61379 -0.98370 0.22185  N3 1.796, N6 1.681
8 H 0.57308 -0.64778 -1.58246  O1 0.966
9 H 1.78650 0.16557 0.28969  C2 1.101
10 H 1.36686 -1.41567 1.01141  C2 1.091
11 H 0.30480 1.86931 0.35465  N4 1.012

Its SMILES is OCN1NN=NS1. The relative energy (zero: lowest compared OMol25 entry of this formula, charge and spin) comes out at 79.6 kJ/mol.

Here are the Mulliken charges for atoms 1 to 4, given in e: atom 1 (O): -0.464, atom 2 (C): -0.288, atom 3 (N): -0.181, atom 4 (N): 0.004

---

No. 4
# CH4N5O2

2 unconnected molecules or ions with the total composition CH4N5O2 in a non-equilibrium geometry (the ωB97M-V functional and the def2-TZVPD basis, the OMol25 dataset).

Last columns: bonded neighbours and bond lengths (Å).
Positions of all 12 atoms, in Å:
1 C 0.61410 -0.20680 -0.01170  N2 1.427, N3 1.416, O8 1.297
2 N 1.13011 0.28044 1.22585  C1 1.427, N4 1.208
3 N 0.89773 0.78664 -0.97995  C1 1.416, N5 1.215
4 N 1.60038 1.37745 1.03960  N2 1.208, N5 1.487
5 N 1.44803 1.70368 -0.40312  N3 1.215, N4 1.487
6 N -1.45283 0.46820 0.35410  H9 1.096, H10 0.986, H11 1.004
7 O 0.15467 -1.92454 -1.43925  O8 1.383, H12 0.940
8 O 0.55287 -1.49048 -0.18787  C1 1.297, O7 1.383
9 H -1.49035 1.42083 0.89454  N6 1.096
10 H -1.57340 -0.12498 1.13194  N6 0.986
11 H -2.10778 0.54573 -0.40273  N6 1.004
12 H 0.22646 -2.83617 -1.22141  O7 0.940

As for the net charge: +1. The relative energy (zero: lowest compared OMol25 entry of this formula, charge and spin) comes out at 178.6 kJ/mol.

Here are the Mulliken charges for atoms 1 to 4, given in e: atom 1 (C): 0.837, atom 2 (N): -0.068, atom 3 (N): -0.003, atom 4 (N): -0.085